The following is a DFT calculation (ωB97M-V/def2-TZVPD) of a cluster of 8 separate species, C41H86BCl2N2O21 in total at a distorted geometry.

Computed properties:
Kohn-Sham gap, eV: 6.52

```
! wB97M-V def2-TZVPD RIJCOSX def2/J DEFGRID3
* xyz -1 1
C -4.9613 -0.9724 -9.7637
C -5.8646 -0.2762 -8.5433
C -5.1576 1.0817 -7.9239
C -3.7633 0.6354 -7.1430
C -2.4077 1.2872 -7.8270
B -1.5884 2.3241 -6.8138
C -2.7448 3.4322 -6.3119
C -3.4200 4.2856 -7.5298
N -4.9153 4.3241 -7.2834
C -1.0642 1.6197 -5.4202
C 0.0706 0.4596 -5.5888
C -0.5343 -1.0078 -6.1161
N 0.2277 -1.4529 -7.3582
C -0.3657 3.0913 -7.6703
Cl 0.5830 1.8778 -8.7688
C 0.6163 3.9963 -6.7126
C 2.1574 3.4628 -6.5848
Cl 0.7313 5.7227 -7.4754
H -4.7577 -0.1830 -10.6106
H -5.6159 -1.8712 -10.1974
H -3.9593 -1.4459 -9.3386
H -5.9244 -1.0957 -7.7006
H -6.9636 -0.0113 -8.8986
H -4.9792 1.8077 -8.8293
H -5.8549 1.6690 -7.1663
H -3.8682 0.8318 -5.9943
H -3.7072 -0.5490 -7.2673
H -1.7590 0.3798 -8.1965
H -2.7881 1.8258 -8.8218
H -2.1373 4.1944 -5.6234
H -3.5552 2.9540 -5.6078
H -3.0419 5.4109 -7.4000
H -3.1039 3.9692 -8.6103
H -5.1655 5.3384 -7.1316
H -5.4667 3.8975 -8.0591
H -0.7145 2.4530 -4.6399
H -2.0038 1.1018 -4.8966
H 1.0199 0.7593 -6.2038
H 0.4696 0.2211 -4.4878
H -1.6982 -1.0060 -6.2366
H -0.2970 -1.8357 -5.2888
H -0.2777 -1.2176 -8.2399
H 1.1972 -1.0687 -7.3881
H -0.8330 3.8601 -8.4556
H 0.1563 4.1905 -5.6284
H 2.7589 4.3226 -6.0145
H 2.2851 2.5047 -5.8859
H 2.7246 3.3343 -7.6167
C -4.2703 -2.7092 -0.0682
C -4.2222 -2.5912 -1.5825
O -3.0523 -1.8785 -2.0043
C -1.8885 -2.5773 -1.9582
O -1.7625 -3.7377 -1.6019
O -0.8875 -1.7533 -2.3556
C 0.4077 -2.3368 -2.2518
H -4.1869 -1.7220 0.3975
H -5.2044 -3.1774 0.2537
H -3.4381 -3.3099 0.3115
H -5.0866 -2.0131 -1.9260
H -4.2761 -3.5718 -2.0687
H 0.4608 -3.2922 -2.7837
H 0.6727 -2.4655 -1.1973
H 1.1268 -1.6499 -2.7069
C -0.6974 -6.3280 1.1776
C -0.8653 -4.8386 1.4287
O -0.3625 -4.4767 2.7213
C 0.9896 -4.4071 2.8289
O 1.7919 -4.6159 1.9333
O 1.2933 -4.0874 4.1112
C 2.6914 -4.0857 4.3836
H -1.1544 -6.9082 1.9857
H -1.1582 -6.6144 0.2284
H 0.3594 -6.6099 1.1436
H -1.9320 -4.5906 1.4227
H -0.3900 -4.2381 0.6449
H 3.2350 -3.4401 3.6864
H 3.0777 -5.1094 4.3448
H 2.8394 -3.6993 5.3960
C 5.3667 1.2800 0.4945
C 4.8428 0.6094 -0.7645
O 5.3689 -0.7175 -0.8955
C 4.8101 -1.6550 -0.0870
O 3.9126 -1.4649 0.7178
O 5.4393 -2.8346 -0.3140
C 5.0155 -3.8836 0.5513
H 6.4610 1.2560 0.5162
H 5.0319 2.3195 0.5468
H 5.0205 0.7635 1.3950
H 5.1820 1.1728 -1.6402
H 3.7473 0.5976 -0.7931
H 3.9290 -4.0142 0.5209
H 5.3525 -3.6802 1.5730
H 5.4827 -4.8126 0.2125
C -0.0556 4.0280 2.7354
C -0.4176 3.8880 1.2661
O 0.4415 2.9439 0.6142
C 0.1796 1.6357 0.8689
O -0.7115 1.2091 1.5854
O 1.0954 0.8869 0.2061
C 0.9952 -0.5082 0.4752
H 1.0051 4.2744 2.8485
H -0.6556 4.8099 3.2086
H -0.2232 3.0927 3.2781
H -0.2685 4.8506 0.7655
H -1.4699 3.6137 1.1310
H -0.0167 -0.8812 0.2868
H 1.2955 -0.7087 1.5088
H 1.6844 -1.0330 -0.1924
C -0.1606 2.3619 8.9276
C 1.0368 3.2977 8.9383
O 2.1404 2.7262 8.2241
C 2.0460 2.7597 6.8696
O 1.1226 3.2321 6.2266
O 3.1465 2.1559 6.3566
C 3.1202 2.0307 4.9380
H 0.1203 1.3736 9.3054
H -0.9699 2.7625 9.5440
H -0.5435 2.2161 7.9129
H 1.3695 3.4445 9.9713
H 0.7842 4.2857 8.5372
H 2.9497 2.9973 4.4532
H 2.3511 1.3091 4.6438
H 4.0926 1.6502 4.6128
C -7.4904 -4.4170 6.1879
C -7.4423 -4.2989 4.6735
O -6.2724 -3.5862 4.2518
C -5.1087 -4.2850 4.2978
O -4.9827 -5.4454 4.6541
O -4.1077 -3.4611 3.9004
C -2.8125 -4.0446 4.0042
H -7.4070 -3.4297 6.6535
H -8.4245 -4.8852 6.5097
H -6.6583 -5.0177 6.5675
H -8.3067 -3.7209 4.3301
H -7.4963 -5.2796 4.1874
H -2.7593 -4.9999 3.4724
H -2.5475 -4.1733 5.0587
H -2.0934 -3.3577 3.5491
C 5.4826 1.3971 8.4687
C 5.7315 2.5702 7.5352
O 6.4878 3.5959 8.1913
C 7.8152 3.3474 8.3360
O 8.4033 2.3481 7.9554
O 8.3689 4.3935 8.9978
C 9.7467 4.2083 9.3079
H 5.0145 1.7376 9.3980
H 4.8342 0.6558 7.9938
H 6.4188 0.9040 8.7477
H 4.7715 3.0154 7.2531
H 6.2256 2.2551 6.6092
H 10.3299 3.9657 8.4138
H 9.8541 3.4244 10.0647
H 10.1296 5.1444 9.7241
*
```

Mulliken population analysis, charges in e, atoms 1 to 8: C -0.766; C -0.692; C -0.548; C -0.255; C -0.068; B -1.355; C -0.329; C -0.209



The following is a DFT calculation (ωB97M-V/def2-TZVPD) of a cluster of 7 separate species, C41H86F12NO13P2S4 in total at a distorted geometry.

Computed properties:
Kohn-Sham gap, eV: 7.88

```
! wB97M-V def2-TZVPD RIJCOSX def2/J DEFGRID3
* xyz -1 1
C -0.4230 2.0164 -2.3069
N -1.0275 1.1870 -1.1869
C -0.1746 -0.0627 -1.0535
C -0.8733 1.9605 0.1035
C -2.4438 0.6988 -1.2480
C -3.4831 1.7928 -1.2389
O -3.3717 2.6978 -2.3034
H -1.0399 2.9098 -2.3476
H -0.6036 1.3888 -3.1756
H 0.6148 2.2193 -2.0647
H 0.8196 0.1045 -0.6506
H -0.1193 -0.5137 -2.0386
H -0.7357 -0.6473 -0.3234
H -1.2506 1.4019 0.9608
H -1.4619 2.8732 0.0348
H 0.1762 2.2184 0.2280
H -2.6289 0.1139 -0.3448
H -2.5663 0.0298 -2.1011
H -3.5774 2.2700 -0.2554
H -4.5002 1.3716 -1.3128
H -4.0993 3.3485 -2.2155
C 8.0630 -2.3433 0.7454
C 8.3245 -1.0065 1.4291
C 7.2491 -0.6418 2.4461
C 7.4012 0.7823 2.9919
P 6.0634 1.2772 4.1090
C 4.4757 1.0675 3.3404
C 3.2263 1.0281 4.2703
C 1.9796 1.4111 3.4793
C 1.7160 0.3274 2.4384
C 6.0460 0.4941 5.7169
C 5.5477 -0.9567 5.8408
C 6.2378 -1.7795 6.9262
C 5.3390 -2.8609 7.5497
C 6.2703 3.0555 4.4453
C 6.7379 3.9295 3.2846
C 6.7153 5.4242 3.6696
C 6.9049 6.2802 2.4075
H 8.1613 -3.1826 1.4390
H 8.8127 -2.5654 -0.0181
H 7.1111 -2.4382 0.2239
H 8.4387 -0.2463 0.6521
H 9.3064 -1.0004 1.9121
H 7.1781 -1.3089 3.3181
H 6.2504 -0.8904 2.0699
H 7.3531 1.4418 2.1227
H 8.3592 0.7494 3.5131
H 4.4650 0.1437 2.7591
H 4.4643 1.8785 2.6002
H 3.2797 1.6599 5.1661
H 3.1167 0.0384 4.7149
H 2.1359 2.3845 3.0107
H 1.1704 1.5148 4.2039
H 0.6446 0.1798 2.2898
H 2.0819 -0.6497 2.7605
H 2.1552 0.5681 1.4693
H 5.5738 1.1880 6.4150
H 7.0682 0.4282 6.1122
H 5.6236 -1.5685 4.9389
H 4.4855 -0.9263 6.0869
H 6.6002 -1.1494 7.7467
H 7.1633 -2.2441 6.5748
H 5.1264 -3.6644 6.8453
H 4.4697 -2.4465 8.0544
H 5.9413 -3.3527 8.3189
H 6.9485 3.0170 5.3070
H 5.3276 3.4421 4.8428
H 6.1449 3.6872 2.3973
H 7.7647 3.6623 3.0214
H 7.5899 5.5394 4.3137
H 5.8082 5.6892 4.2104
H 7.9571 6.3988 2.1529
H 6.5271 7.2890 2.5874
H 6.3249 5.8799 1.5768
C -5.1215 -6.7112 -1.4563
C -5.6577 -5.5819 -2.3703
C -5.0269 -4.2100 -2.0982
C -5.6660 -3.1530 -3.0200
P -5.2765 -1.4072 -2.4825
C -6.0577 -0.7931 -0.9639
C -6.1729 -1.7811 0.2114
C -6.8833 -1.1690 1.4495
C -6.0099 -0.1853 2.2369
C -3.4901 -1.5029 -2.0732
C -2.5641 -1.7951 -3.2662
C -1.0765 -1.9467 -2.8872
C -0.7109 -3.1763 -2.0721
C -5.5101 -0.1657 -3.8289
C -5.1895 -0.7584 -5.1914
C -4.7137 0.2384 -6.2567
C -3.3301 0.8409 -6.0179
H -5.3437 -7.6694 -1.9160
H -5.6436 -6.5716 -0.5103
H -4.0550 -6.5561 -1.3049
H -6.7422 -5.4606 -2.3098
H -5.5025 -5.8307 -3.4260
H -3.9428 -4.2388 -2.1977
H -5.2679 -3.9700 -1.0599
H -6.7539 -3.2335 -3.0689
H -5.3088 -3.3193 -4.0364
H -7.0578 -0.3895 -1.1381
H -5.4729 0.0820 -0.6690
H -5.1673 -2.1327 0.4571
H -6.7536 -2.6282 -0.1638
H -7.1054 -1.9905 2.1328
H -7.8339 -0.8019 1.0610
H -5.1343 -0.6586 2.6823
H -6.5919 0.3437 2.9893
H -5.5488 0.5867 1.6134
H -3.2982 -2.2968 -1.3525
H -3.2780 -0.5223 -1.6406
H -2.5526 -1.0123 -4.0226
H -2.8862 -2.7288 -3.7375
H -0.7109 -1.0114 -2.4609
H -0.6048 -2.0223 -3.8713
H -1.2294 -3.1413 -1.1100
H 0.3679 -3.2207 -1.9312
H -0.9950 -4.1346 -2.5154
H -4.8105 0.6391 -3.5872
H -6.5230 0.2228 -3.7280
H -5.9577 -1.4118 -5.6199
H -4.4295 -1.5425 -5.1100
H -5.4273 1.0634 -6.3336
H -4.6874 -0.2091 -7.2511
H -3.0550 1.5127 -6.8360
H -2.5376 0.0900 -6.0004
H -3.2064 1.5138 -5.1653
C -3.2385 -2.6375 2.0833
F -4.5262 -2.3105 2.0960
F -3.1241 -3.8341 2.6701
F -2.7338 -2.7589 0.8510
S -2.2523 -1.2995 2.9936
O -2.7144 -1.2406 4.3740
O -0.8609 -1.6942 2.7898
O -2.6318 -0.1327 2.2009
C -6.3805 3.4634 -4.0685
F -5.1171 3.2932 -4.4626
F -6.8310 4.6581 -4.5150
F -7.1520 2.5342 -4.6813
S -6.6168 3.4170 -2.1775
O -6.3545 2.0471 -1.8094
O -5.5406 4.2856 -1.7089
O -7.9581 3.8773 -1.9030
C 0.8137 -1.6915 -5.3506
F 0.8557 -3.0006 -5.6520
F 1.0562 -1.0057 -6.4685
F -0.4406 -1.4188 -4.9699
S 2.0261 -1.2119 -3.9060
O 1.6405 0.1156 -3.5360
O 1.7684 -2.2316 -2.9102
O 3.3284 -1.3314 -4.5468
C 3.7775 4.7342 -1.7848
F 2.7717 5.5852 -1.5710
F 3.7450 4.3689 -3.0680
F 4.9324 5.4197 -1.6310
S 3.6859 3.1715 -0.6862
O 4.1893 3.7107 0.5689
O 2.3200 2.7362 -0.6082
O 4.6098 2.2763 -1.3464
*
```

Mulliken population analysis, charges in e, atoms 1 to 8: C -0.564; N 1.197; C -0.326; C -0.506; C 1.931; C -0.727; O -0.767; H 0.346



The following is a DFT calculation (ωB97M-V/def2-TZVPD) of a cluster of 7 separate species, C41H87BN2O23 in total at a distorted geometry.

Computed properties:
Kohn-Sham gap, eV: 6.75
Structure (SMILES): N#COC1=C(B(N)O)C(=O)OC1=O.COCCOCCOC.COCCOCCOC.COCCOCCOC.COCCOCCOC.COCCOCCOC.COCCOCCOC

```
! wB97M-V def2-TZVPD RIJCOSX def2/J DEFGRID3
* xyz 0 1
N -3.8342 3.0226 -1.2248
C -4.7210 3.5998 -1.8266
O -5.5254 4.1438 -2.8902
C -5.8792 3.0345 -3.7525
C -7.1339 2.4102 -3.9931
B -8.5769 2.8094 -3.3539
N -8.8159 4.2905 -3.0903
O -9.6456 1.8810 -3.0606
C -6.6829 1.2547 -5.0086
O -7.5030 0.3746 -5.3423
O -5.3057 1.4432 -5.3702
C -4.6249 2.4358 -4.5512
O -3.4136 2.7296 -4.5299
H -8.0141 4.6852 -2.5525
H -8.8126 4.7091 -4.0486
H -9.4733 1.3803 -2.2318
C -3.0232 1.8962 1.9833
O -3.7497 0.6926 1.8045
C -3.1801 -0.1391 0.7984
C -3.5490 -1.5978 1.0396
O -2.7727 -2.2170 2.0688
C -3.0828 -1.8217 3.4088
C -4.4146 -2.3744 3.9071
O -5.4958 -1.5972 3.4008
C -6.7108 -2.3210 3.3732
H -3.0419 2.4925 1.0683
H -3.4966 2.4619 2.7885
H -1.9914 1.6772 2.2782
H -2.0879 -0.0374 0.7898
H -3.5813 0.1874 -0.1664
H -3.3151 -2.1579 0.1281
H -4.6175 -1.7255 1.2208
H -3.0197 -0.7387 3.5251
H -2.2876 -2.2544 4.0248
H -4.4480 -2.3160 5.0005
H -4.5136 -3.4213 3.5998
H -6.6150 -3.2036 2.7330
H -7.4841 -1.6745 2.9551
H -7.0041 -2.6179 4.3855
C -0.0058 4.9775 -1.1821
O 0.7183 4.9911 0.0362
C -0.0709 4.5669 1.1424
C 0.8173 4.0049 2.2457
O 1.2708 2.6738 1.9864
C 2.2803 2.5421 0.9795
C 3.6458 3.0552 1.4252
O 3.6978 4.4767 1.3274
C 4.6752 5.0397 2.1819
H -0.8424 5.6801 -1.1379
H 0.6730 5.2795 -1.9824
H -0.3648 3.9664 -1.3998
H -0.7899 3.7998 0.8291
H -0.6146 5.4410 1.5151
H 0.2145 3.9296 3.1566
H 1.6524 4.6684 2.4761
H 1.9606 2.9930 0.0389
H 2.3671 1.4650 0.8023
H 4.4219 2.6498 0.7671
H 3.8406 2.7304 2.4531
H 4.4570 4.7923 3.2256
H 4.6427 6.1249 2.0712
H 5.6738 4.6835 1.9086
C 0.9737 7.5142 -7.4349
O 2.1215 7.5435 -6.6054
C 3.0889 8.4897 -7.0499
C 3.9609 8.9471 -5.8866
O 3.3236 9.9107 -5.0438
C 2.2896 9.4086 -4.1909
C 2.8183 8.5629 -3.0366
O 3.1231 7.2461 -3.4851
C 4.0697 6.6008 -2.6540
H 1.2407 7.2005 -8.4476
H 0.2691 6.7952 -7.0124
H 0.4919 8.4973 -7.4527
H 2.5956 9.3609 -7.4983
H 3.7102 7.9976 -7.8050
H 4.8322 9.4628 -6.3028
H 4.3420 8.1059 -5.3058
H 1.5245 8.8843 -4.7654
H 1.8139 10.2984 -3.7656
H 2.0479 8.4794 -2.2623
H 3.7066 9.0415 -2.6098
H 5.0077 7.1649 -2.6347
H 4.2712 5.6117 -3.0684
H 3.6746 6.4879 -1.6391
C -4.3485 -2.2829 -3.4407
O -4.1509 -3.5604 -2.8611
C -5.3239 -4.0538 -2.2210
C -5.3023 -5.5767 -2.1701
O -5.6537 -6.1921 -3.4119
C -4.6661 -6.1210 -4.4455
C -3.4637 -7.0246 -4.1921
O -2.5731 -6.4147 -3.2628
C -1.7574 -7.3604 -2.5986
H -4.5892 -1.5453 -2.6695
H -3.4220 -1.9899 -3.9382
H -5.1436 -2.3249 -4.1924
H -6.2219 -3.7209 -2.7560
H -5.3393 -3.6509 -1.2030
H -6.0727 -5.8998 -1.4626
H -4.3518 -5.9596 -1.7954
H -4.3691 -5.0889 -4.6372
H -5.1720 -6.4790 -5.3482
H -2.9150 -7.1741 -5.1283
H -3.8081 -7.9952 -3.8185
H -2.3753 -8.0711 -2.0405
H -1.1217 -6.8271 -1.8905
H -1.1232 -7.8909 -3.3164
C 8.7076 0.2911 4.3170
O 7.4661 0.4031 4.9901
C 7.4575 -0.2924 6.2331
C 6.4313 0.3195 7.1793
O 6.8782 1.5300 7.7958
C 6.9214 2.6832 6.9495
C 5.5393 3.2245 6.5978
O 4.9535 2.4499 5.5558
C 3.5415 2.5422 5.5458
H 8.9143 -0.7525 4.0656
H 8.6473 0.8750 3.3965
H 9.5130 0.7038 4.9333
H 8.4494 -0.2554 6.7004
H 7.1936 -1.3346 6.0272
H 6.2762 -0.3819 8.0053
H 5.4620 0.4566 6.6978
H 7.5266 2.4978 6.0608
H 7.4428 3.4473 7.5354
H 5.6318 4.2537 6.2339
H 4.9047 3.2145 7.4907
H 3.1292 2.1806 6.4930
H 3.1627 1.9094 4.7415
H 3.2265 3.5754 5.3646
C -0.0433 -6.6940 1.1587
O 0.4441 -7.9769 1.5137
C -0.3922 -9.0282 1.0377
C 0.4106 -10.3129 0.8709
O 1.2079 -10.3339 -0.3161
C 2.3713 -9.5001 -0.3026
C 3.4803 -10.0278 0.6022
O 3.2049 -9.7089 1.9628
C 3.8642 -10.5788 2.8627
H -1.0203 -6.5164 1.6159
H 0.6642 -5.9486 1.5266
H -0.1061 -6.5997 0.0701
H -0.8432 -8.7546 0.0757
H -1.1842 -9.1808 1.7778
H -0.2982 -11.1389 0.7543
H 1.0112 -10.5372 1.7536
H 2.1124 -8.4656 -0.0721
H 2.7429 -9.5129 -1.3325
H 4.4285 -9.5489 0.3350
H 3.5750 -11.1113 0.4704
H 3.5440 -11.6125 2.6983
H 3.5900 -10.2909 3.8788
H 4.9502 -10.4967 2.7502
*
```

Mulliken population analysis, charges in e, atoms 1 to 8: N -0.383; C 0.434; O -0.396; C 0.420; C 0.097; B 0.350; N -0.632; O -0.513



| no. | E_HOMO (eV) |
| --- | --- |
| 1 | -5.055 |
| 2 | -6.766 |
| 3 | -9.080 |